Arrangement one

ORCA calculation (ωB97M-V/def2-TZVPD) on a single C4H5NS molecule.

Atoms and positions in Å:
S  2.64  -0.22  -0.07
C  0.88  -0.21  0.00
C  0.04  1.01  0.03
C  -1.24  0.62  -0.05
N  -1.33  -0.77  -0.01
C  -0.02  -1.22  0.00
H  2.70  1.08  0.36
H  0.37  2.08  -0.03
H  -2.14  1.23  -0.24
H  -2.14  -1.35  -0.12
H  0.23  -2.26  0.14

Results
- SMILES = Sc1cc[nH]c1

***

Arrangement two

ORCA calculation (ωB97M-V/def2-TZVPD) on a single C4H5NS molecule.

Atoms and positions in Å:
N  1.97  -1.97  -0.22
C  1.22  -1.09  -0.02
C  0.30  -0.08  0.17
S  1.38  1.69  0.06
C  -1.01  -0.05  -0.55
C  -0.96  0.01  0.96
H  2.09  1.65  -1.07
H  -1.32  -0.99  -1.03
H  -1.04  0.70  -1.30
H  -1.29  0.96  1.40
H  -1.36  -0.84  1.60

Results
- SMILES = N#CC1(S)CC1

***

Arrangement three

ORCA calculation (ωB97M-V/def2-TZVPD) on a molecular structure, C4H5NS.

Atoms and positions in Å:
C  1.44  -1.67  -0.73
C  -0.40  1.72  0.43
C  -0.01  0.49  0.60
C  0.36  -0.78  -0.97
N  2.33  -2.39  -0.58
S  -1.16  -1.81  -1.24
H  -0.94  2.15  1.20
H  -0.41  2.16  -0.50
H  0.05  -0.19  1.48
H  0.52  0.02  -1.75
H  -0.83  -2.95  -0.59

***

Least stable of them? arrangement three.

***

Arrangement one

ORCA calculation (ωB97M-V/def2-TZVPD) on a single C5H11N molecule.

Atoms and positions in Å:
C  -0.08  -0.67  -1.74
N  -0.40  -0.99  -0.37
C  -1.31  -0.65  0.71
C  -0.03  0.06  0.53
C  1.27  -0.32  1.18
C  -0.19  1.50  0.07
H  -0.76  -0.02  -2.31
H  0.88  -0.14  -1.68
H  0.13  -1.59  -2.29
H  -1.37  -1.41  1.49
H  -2.23  -0.06  0.60
H  1.44  0.16  2.15
H  2.08  -0.05  0.49
H  1.29  -1.41  1.27
H  -0.27  2.13  0.95
H  0.65  1.85  -0.54
H  -1.11  1.63  -0.52

Results
- SMILES = CN1CC1(C)C

***

Arrangement two

ORCA calculation (ωB97M-V/def2-TZVPD) on 2 unconnected molecules or ions with the total composition C5H11N.

Atoms and positions in Å:
C  -0.07  -0.91  -2.04
C  0.76  0.01  -1.20
N  0.23  0.87  -0.39
C  -1.06  1.45  -0.08
C  0.22  1.80  0.58
C  0.31  -1.10  2.21
H  0.17  -1.96  -1.81
H  -1.13  -0.75  -1.86
H  0.12  -0.78  -3.11
H  0.16  -1.29  1.14
H  1.84  -0.04  -1.21
H  -1.49  1.99  -0.93
H  -1.78  0.82  0.46
H  0.79  2.71  0.53
H  -0.45  -0.40  2.57
H  1.29  -0.66  2.37
H  0.24  -2.05  2.76

***

Least stable of them? arrangement two.

***

Arrangement one

ORCA calculation (ωB97M-V/def2-TZVPD) on a single C5H11N molecule.

Atoms and positions in Å:
C  -2.56  0.01  -0.35
C  -1.30  -0.51  0.37
N  -0.02  -0.18  -0.33
C  0.43  1.12  0.13
C  1.22  -0.14  0.46
C  2.45  -0.36  -0.31
H  -2.72  -0.65  -1.32
H  -2.48  1.14  -0.64
H  -3.48  -0.06  0.50
H  -1.38  -1.64  0.26
H  -1.49  -0.14  1.49
H  -0.24  1.50  0.89
H  0.92  1.84  -0.57
H  1.20  -0.44  1.47
H  2.71  -1.38  -0.47
H  2.40  0.16  -1.26
H  3.30  0.14  0.20

Results
- SMILES = CCN1C[C@@H]1C

***

Arrangement two

ORCA calculation (ωB97M-V/def2-TZVPD) on a single C5H11N molecule.

Atoms and positions in Å:
C  1.54  -0.98  -0.32
C  1.00  0.38  -0.81
C  -0.29  0.77  -0.10
C  -1.51  -0.06  -0.31
N  -1.26  -1.32  0.36
C  -0.21  1.39  1.18
H  2.14  -1.49  -1.07
H  0.57  -1.58  -0.11
H  2.14  -0.93  0.58
H  0.77  0.33  -1.87
H  1.76  1.14  -0.65
H  -1.66  -0.17  -1.41
H  -2.41  0.44  0.07
H  -1.98  -1.97  0.09
H  0.60  2.07  1.40
H  -1.13  1.75  1.62
H  -0.06  0.23  1.35

***

Arrangement three

ORCA calculation (ωB97M-V/def2-TZVPD) on a single C5H11N molecule.

Atoms and positions in Å:
C  -1.88  2.32  0.42
C  -1.44  0.91  0.12
C  -0.34  0.26  0.55
C  -0.09  -1.12  0.25
C  1.05  -1.15  -0.83
N  2.40  -1.13  -0.32
H  -2.57  2.40  1.26
H  -1.03  3.00  0.70
H  -2.33  2.72  -0.42
H  -2.11  0.44  -0.78
H  0.57  0.92  0.92
H  -0.87  -1.64  -0.30
H  0.23  -1.80  1.10
H  0.78  -2.00  -1.44
H  1.03  -0.23  -1.42
H  3.09  -1.53  -1.04
H  2.54  -1.60  0.62

Results
- SMILES = C/C=C/CCN

***

Least stable of them? arrangement two.

***

Arrangement one

ORCA calculation (ωB97M-V/def2-TZVPD) on 2 unconnected molecules or ions with the total composition C4H6ClF.

Atoms and positions in Å:
C  -1.39  -0.14  -0.55
C  -0.07  0.46  -0.09
C  0.44  0.17  1.19
C  1.10  -0.34  -0.20
H  -2.49  -0.28  0.12
H  -1.48  0.42  -1.56
H  -1.08  -1.43  -1.14
H  -0.10  -0.44  2.02
H  1.19  0.92  1.40
H  0.95  -1.31  -0.57
F  0.27  1.74  -0.30
Cl  2.67  0.22  -0.32

***

Arrangement two

ORCA calculation (ωB97M-V/def2-TZVPD) on a single C4H6ClF molecule.

Atoms and positions in Å:
C  -0.82  -2.02  -0.79
C  -0.19  -0.85  -0.22
Cl  -0.54  -0.63  1.48
C  0.55  0.16  -0.70
C  0.87  1.48  -0.12
F  0.81  2.43  -1.16
H  -0.53  -3.09  -0.52
H  -0.75  -2.06  -1.91
H  -1.87  -1.93  -0.63
H  0.44  0.07  -1.74
H  0.18  1.73  0.65
H  1.94  1.41  0.36

Results
- SMILES = C/C(Cl)=C/CF

***

Arrangement three

ORCA calculation (ωB97M-V/def2-TZVPD) on a single C4H6ClF molecule.

Atoms and positions in Å:
C  -1.94  0.11  0.88
C  -0.95  -0.39  0.10
F  -1.36  -1.15  -0.94
C  0.60  -0.40  -0.05
C  1.03  -0.33  -1.57
Cl  1.19  1.07  0.89
H  -1.78  0.64  1.71
H  -2.91  -0.24  0.66
H  1.00  -1.28  0.46
H  2.08  0.02  -1.66
H  0.43  0.44  -2.02
H  0.88  -1.29  -2.01

Results
- SMILES = C=C(F)[C@@H](C)Cl

***

Least stable of them? arrangement one.

***

Arrangement one

ORCA calculation (ωB97M-V/def2-TZVPD) on a single C4H6N2O2 molecule.

Atoms and positions in Å:
H  -0.20  2.50  1.16
N  0.51  2.27  0.51
C  0.58  1.00  0.50
N  1.52  0.51  -0.57
O  0.99  -0.77  -1.05
C  -0.42  -0.62  -0.86
C  -1.40  -0.95  0.21
C  -0.29  -0.12  0.81
O  0.62  -1.16  1.30
H  1.51  1.20  -1.38
H  -0.86  0.08  -1.55
H  -2.39  -0.55  0.02
H  -1.30  -2.01  0.40
H  1.13  -1.37  0.49

Results
- SMILES = [H]/N=C1/NO[C@H]2C[C@]12O

***

Arrangement two

ORCA calculation (ωB97M-V/def2-TZVPD) on a single C4H6N2O2 molecule.

Atoms and positions in Å:
C  -0.94  1.32  -0.73
N  1.22  -1.36  0.07
C  -0.01  -1.57  0.08
C  -0.31  0.74  0.51
C  1.43  0.37  0.32
N  -1.06  -2.12  -0.12
O  -0.78  0.84  1.62
O  1.99  1.03  -0.55
H  1.89  -2.12  0.09
H  -1.87  -1.88  0.43
H  1.74  0.34  1.37
H  -0.96  2.40  -0.64
H  -0.39  1.05  -1.63
H  -1.96  0.95  -0.81

***

Least stable of them? arrangement one.

***

Arrangement one

ORCA calculation (ωB97M-V/def2-TZVPD) on 2 unconnected molecules or ions with the total composition C4H6N2O2.

Atoms and positions in Å:
C  0.85  -2.94  -1.25
C  0.48  -4.27  -1.29
N  -0.89  -4.26  -1.31
C  -1.30  -2.95  -1.29
N  -0.26  -2.13  -1.25
H  1.86  -2.53  -1.23
H  1.05  -5.20  -1.31
H  -1.50  -5.08  -1.35
H  -2.35  -2.67  -1.29
O  -3.39  0.32  -1.23
C  -2.64  1.27  -1.19
O  -1.30  1.20  -1.17
H  -2.96  2.33  -1.17
H  -1.07  0.23  -1.20

Results
- SMILES = c1c[nH]cn1.O=CO

***

Arrangement two

ORCA calculation (ωB97M-V/def2-TZVPD) on a single C4H6N2O2 molecule.

Atoms and positions in Å:
N  1.86  1.11  -0.05
C  1.65  -0.24  -0.19
O  2.55  -1.05  -0.34
C  0.25  -0.81  -0.13
C  -0.72  -0.32  1.01
N  -0.70  0.36  -0.24
C  -1.98  0.27  -0.75
O  -2.89  -0.35  -0.09
H  2.97  1.17  0.16
H  1.04  1.85  0.34
H  0.04  -1.70  -0.87
H  -0.39  0.17  1.89
H  -1.73  -0.98  1.01
H  -1.94  0.52  -1.75

Results
- SMILES = NC(=O)[C@H]1CN1C=O

***

Least stable of them? arrangement two.